Record 1
DFT (wB97M-V/def2-TZVPD) results for a structure of composition C40H33F5N5O3S2W at a distorted geometry.

Each line ends with the Löwdin charge.
Geometry (Å):
W: -1.34 -0.32 0.22  1.1659
C: -2.21 -4.41 1.50  0.0233
O: -2.86 -3.48 2.46  0.1326
C: -2.56 -2.29 2.07  -0.3045
N: -1.70 -2.16 1.10  -0.0362
C: -1.15 -3.53 0.83  -0.1883
C: -0.84 -3.70 -0.63  -0.1892
C: -1.14 -4.85 -1.35  0.0033
C: -0.78 -4.93 -2.69  -0.0161
C: -0.12 -3.89 -3.31  -0.0236
C: 0.19 -2.73 -2.61  -0.0615
C: -0.18 -2.66 -1.27  -0.1507
C: -3.09 -1.06 2.62  -0.1524
C: -3.95 -0.92 3.69  0.0949
C: -4.38 0.37 4.04  0.0425
C: -3.96 1.44 3.28  0.0897
C: -3.10 1.21 2.20  -0.1340
N: -2.64 -0.01 1.89  -0.0266
C: -2.63 2.17 1.23  -0.3035
N: -1.96 1.68 0.24  -0.0761
C: -1.71 2.78 -0.73  -0.1943
C: -2.14 4.01 0.09  0.0119
O: -2.87 3.45 1.24  0.1135
C: -0.29 2.79 -1.25  -0.1797
C: 0.28 3.94 -1.77  -0.0007
C: 1.54 3.90 -2.35  -0.0261
C: 2.25 2.71 -2.44  -0.0386
C: 1.70 1.54 -1.93  -0.0428
C: 0.45 1.62 -1.34  -0.1065
H: -2.99 -4.75 0.83  0.1499
H: -1.81 -5.22 2.09  0.1565
H: -0.22 -3.60 1.41  0.1685
H: -1.64 -5.69 -0.88  0.1265
H: -1.03 -5.82 -3.25  0.1285
H: 0.17 -3.97 -4.35  0.1272
H: 0.71 -1.91 -3.08  0.1203
H: 0.15 -1.77 -0.69  0.0397
H: -4.29 -1.79 4.23  0.1527
H: -5.05 0.51 4.87  0.1430
H: -4.29 2.45 3.48  0.1508
H: -2.39 2.62 -1.57  0.1590
H: -2.83 4.67 -0.42  0.1534
H: -1.30 4.58 0.50  0.1469
H: -0.26 4.88 -1.75  0.1320
H: 1.97 4.81 -2.76  0.1286
H: 3.22 2.69 -2.91  0.1268
H: 2.22 0.59 -2.01  0.1050
H: 0.03 0.66 -0.97  -0.0047
F: -8.13 -0.19 -2.55  0.1997
C: -6.84 -0.22 -2.37  -0.1106
C: -6.31 -0.68 -1.17  -0.1319
F: -7.11 -1.10 -0.21  0.1573
C: -4.94 -0.70 -0.99  -0.2113
F: -4.49 -1.19 0.18  0.0738
C: -4.05 -0.27 -1.97  -0.4275
S: -2.29 -0.30 -1.89  0.8283
C: -4.61 0.19 -3.17  -0.2350
F: -3.81 0.61 -4.13  0.1116
C: -5.98 0.21 -3.38  -0.1265
F: -6.47 0.65 -4.52  0.1833
C: 4.65 3.38 0.67  -0.0799
C: 3.77 3.22 1.90  -0.2159
C: 2.46 2.49 1.61  -0.1765
N: 2.75 1.09 1.27  0.0758
C: 1.93 0.08 1.26  -0.6715
S: 0.29 0.28 1.88  0.7468
N: 2.34 -1.13 0.85  0.1153
C: 3.43 -1.36 -0.13  -0.3478
O: 3.07 -1.64 -1.24  0.1386
C: 4.80 -1.21 0.35  -0.1768
C: 5.09 -1.05 1.71  -0.0336
C: 6.41 -0.92 2.12  -0.0375
C: 7.42 -0.94 1.17  -0.0192
C: 7.14 -1.10 -0.18  -0.0267
C: 5.83 -1.24 -0.60  0.0124
H: 5.57 3.90 0.92  0.0899
H: 4.15 3.95 -0.10  0.0744
H: 4.95 2.42 0.23  0.0665
H: 3.51 4.20 2.31  0.1246
H: 4.30 2.69 2.69  0.1215
H: 1.94 2.94 0.76  0.1131
H: 1.80 2.50 2.48  0.1026
H: 3.72 0.90 1.01  0.1231
H: 1.65 -1.87 0.89  0.1137
H: 4.30 -1.07 2.46  0.1186
H: 6.65 -0.81 3.17  0.1210
H: 8.45 -0.83 1.49  0.1261
H: 7.94 -1.13 -0.91  0.1246
H: 5.58 -1.37 -1.64  0.1292

charge	+3
orbital gap (alpha / beta)	6.06 / 6.06	eV
HOMO (alpha / beta)	-16.049 / -16.049	eV

***

Record 2
DFT (wB97M-V/def2-TZVPD) results for a structure of composition C40H33F5N7O3S2V at a distorted geometry.

Each line ends with the Löwdin charge.
Geometry (Å):
V: -0.38 -0.91 -0.87  0.9826
C: -4.61 -0.51 1.28  0.0010
C: -3.27 -0.92 0.77  -0.2377
N: -2.36 -0.21 0.23  0.0316
N: -2.71 1.17 0.16  -0.0121
C: -2.32 2.00 1.21  -0.8314
N: -2.18 3.29 0.78  0.1139
S: -2.10 1.62 2.82  0.6910
C: -2.93 -2.39 1.04  -0.2514
C: -3.78 -3.44 0.80  -0.0123
C: -3.43 -4.72 1.31  -0.0215
C: -2.39 -4.82 2.21  -0.0280
C: -1.69 -3.66 2.46  -0.1372
N: -1.89 -2.52 1.87  0.1310
H: -4.68 -0.61 2.38  0.1148
H: -4.89 0.49 1.01  0.0710
H: -5.36 -1.15 0.81  0.0914
H: -2.51 1.56 -0.79  0.1209
H: -2.44 3.54 -0.11  0.0476
H: -2.00 3.99 1.47  0.0960
H: -4.69 -3.31 0.16  0.1298
H: -4.08 -5.59 1.08  0.1255
H: -2.08 -5.70 2.78  0.1249
H: -0.92 -3.74 3.19  0.1100
N: -1.62 -1.78 -2.42  0.0108
N: -1.82 -3.15 -2.07  0.0464
C: -0.88 -3.65 -1.15  -0.6584
O: -0.79 -4.85 -0.86  0.0726
O: -0.04 -2.79 -0.67  -0.1404
H: -2.51 -1.33 -2.53  0.1024
H: -1.14 -1.67 -3.31  0.1048
H: -1.97 -3.82 -2.85  0.1755
F: 0.26 -0.41 -3.92  0.0309
C: 1.45 -0.56 -3.27  -0.2332
C: 1.45 -0.93 -1.97  -0.0447
C: 2.66 -1.21 -1.36  -0.2032
F: 2.70 -1.66 -0.09  0.0910
C: 3.81 -1.17 -2.08  -0.1534
F: 4.96 -1.50 -1.52  0.1466
C: 3.79 -0.80 -3.41  -0.1531
F: 4.87 -0.76 -4.13  0.1632
C: 2.59 -0.48 -4.02  -0.1404
F: 2.56 -0.19 -5.32  0.1273
N: -0.47 0.85 -1.52  0.0638
C: -0.19 1.96 -2.03  -0.2134
C: 1.11 2.76 -1.80  -0.1385
C: 1.86 2.65 -0.62  -0.0032
C: 3.05 3.39 -0.52  -0.0399
C: 3.47 4.14 -1.64  -0.0636
C: 2.72 4.32 -2.80  -0.0401
C: 1.53 3.57 -2.85  -0.0307
C: -1.33 2.51 -2.90  -0.1745
C: -1.81 3.81 -2.83  -0.0403
C: -2.90 4.13 -3.63  -0.0557
C: -3.55 3.13 -4.35  -0.0713
C: -3.14 1.80 -4.37  -0.0558
C: -2.01 1.51 -3.64  -0.0462
H: 1.52 2.03 0.22  0.0991
H: 3.64 3.36 0.37  0.0960
H: 4.43 4.61 -1.53  0.1003
H: 3.13 4.99 -3.57  0.1199
H: 0.91 3.61 -3.74  0.1153
H: -1.29 4.50 -2.18  0.1211
H: -3.32 5.12 -3.69  0.1114
H: -4.36 3.39 -5.07  0.1248
H: -3.70 1.05 -4.96  0.1252
H: -1.59 0.52 -3.57  0.0711
O: 0.45 -0.53 0.96  -0.5974
S: 0.33 -0.48 2.50  1.0556
C: 1.40 0.93 3.05  -0.3541
C: 2.69 0.93 2.55  -0.0989
C: 3.65 1.72 3.16  -0.0423
C: 3.27 2.49 4.27  -0.0647
C: 1.99 2.52 4.75  -0.0644
C: 0.99 1.79 4.09  -0.0870
C: 1.37 -1.80 2.92  -0.4165
C: 1.40 -2.87 2.09  -0.1168
C: 2.11 -3.99 2.47  -0.0404
C: 2.64 -4.02 3.75  -0.0633
C: 2.67 -2.87 4.57  -0.0511
C: 1.99 -1.74 4.16  -0.0675
H: 2.91 0.25 1.77  0.1061
H: 4.68 1.73 2.87  0.1075
H: 3.97 3.11 4.80  0.1074
H: 1.62 3.06 5.61  0.1096
H: 0.00 1.75 4.53  0.0625
H: 0.91 -2.81 1.14  0.0712
H: 2.20 -4.84 1.78  0.1283
H: 3.24 -4.89 4.00  0.1103
H: 3.21 -2.99 5.53  0.1219
H: 2.01 -0.87 4.79  0.1127

charge	+1
orbital gap (alpha / beta)	6.84 / 7.48	eV
HOMO (alpha / beta)	-10.865 / -10.880	eV
energy above the lowest of the compared OMol25 structures with the same formula, charge and spin	0.00	kJ/mol
multiplicity	2

***

Record 3
DFT (wB97M-V/def2-TZVPD) results for a structure of composition C40H33GaN3P2.

Each line ends with the Löwdin charge.
Geometry (Å):
Ga: -0.70 -1.27 -2.58  0.7637
C: 1.87 -0.91 -6.12  0.0065
C: 1.89 0.45 -6.31  0.0180
C: 1.10 1.27 -5.52  0.0407
C: 0.30 0.69 -4.56  -0.1855
N: 0.33 -0.63 -4.34  0.0086
C: 1.09 -1.42 -5.10  -0.0763
C: -0.70 1.42 -3.74  -0.1756
C: -1.02 2.76 -3.85  0.0456
C: -2.06 3.25 -3.08  0.0267
C: -2.77 2.41 -2.23  0.0434
C: -2.38 1.09 -2.15  -0.1874
N: -1.36 0.64 -2.89  0.0610
C: -3.06 0.04 -1.36  -0.2201
C: -3.99 0.30 -0.37  0.0174
C: -4.66 -0.77 0.21  -0.0025
C: -4.37 -2.06 -0.21  -0.0045
C: -3.37 -2.24 -1.16  -0.0804
N: -2.73 -1.21 -1.71  0.0030
H: 2.44 -1.58 -6.75  0.1336
H: 2.52 0.89 -7.08  0.1380
H: 1.10 2.35 -5.66  0.1293
H: 1.07 -2.48 -4.88  0.1265
H: -0.49 3.41 -4.53  0.1316
H: -2.35 4.30 -3.17  0.1397
H: -3.63 2.77 -1.69  0.1317
H: -4.21 1.31 -0.06  0.1263
H: -5.41 -0.60 0.96  0.1332
H: -4.91 -2.92 0.18  0.1299
H: -3.09 -3.23 -1.49  0.1315
C: -0.11 -1.13 1.60  -0.4536
P: 0.37 -0.97 -0.17  0.9782
C: 1.58 0.37 -0.21  -0.3925
C: 2.86 0.22 0.33  -0.0692
C: 3.75 1.28 0.33  -0.0330
C: 3.37 2.51 -0.22  -0.0414
C: 2.10 2.67 -0.75  -0.0681
C: 1.20 1.61 -0.74  -0.1202
C: 1.33 -2.50 -0.43  -0.4281
C: 1.03 -3.69 0.23  -0.0823
C: 1.68 -4.86 -0.13  -0.0425
C: 2.63 -4.86 -1.14  -0.0389
C: 2.94 -3.67 -1.79  -0.0486
C: 2.29 -2.50 -1.45  -0.1337
P: -0.86 0.30 2.42  1.1461
C: -1.57 -0.24 3.91  -0.3730
C: -1.63 -1.59 4.33  -0.0583
C: -2.13 -1.89 5.57  -0.0281
C: -2.63 -0.86 6.39  0.0116
C: -2.61 0.47 5.98  -0.0275
C: -2.09 0.79 4.74  -0.0591
C: 0.38 1.52 2.85  -0.3833
C: 0.41 2.77 2.23  -0.0989
C: 1.38 3.69 2.60  -0.0542
C: 2.31 3.36 3.58  -0.0276
C: 2.27 2.12 4.21  -0.0377
C: 1.30 1.19 3.86  -0.0707
H: 0.82 -1.35 2.13  0.0906
H: -0.78 -1.97 1.68  0.0417
H: 3.18 -0.74 0.74  0.1216
H: 4.74 1.16 0.74  0.1249
H: 4.07 3.33 -0.23  0.1242
H: 1.80 3.63 -1.16  0.1179
H: 0.20 1.74 -1.14  0.0806
H: 0.29 -3.72 1.02  0.0968
H: 1.45 -5.79 0.39  0.1223
H: 3.13 -5.78 -1.42  0.1247
H: 3.70 -3.66 -2.56  0.1205
H: 2.55 -1.57 -1.95  0.1040
H: -1.26 -2.40 3.71  0.1033
H: -2.14 -2.91 5.92  0.1277
H: -3.06 -1.11 7.36  0.1320
H: -2.99 1.25 6.62  0.1296
H: -2.07 1.82 4.41  0.1200
H: -0.32 3.03 1.47  0.1067
H: 1.40 4.67 2.14  0.1225
H: 3.06 4.09 3.88  0.1256
H: 2.98 1.87 4.98  0.1242
H: 1.25 0.24 4.37  0.1199

charge	+3
orbital gap (alpha / beta)	7.09 / 4.75	eV
HOMO (alpha / beta)	-16.254 / -15.390	eV

***

Record 4
DFT (wB97M-V/def2-TZVPD) results for a structure of composition C40H33GeN3O5S4V at a distorted geometry.

Each line ends with the Löwdin charge.
Geometry (Å):
V: -7.61 -14.38 -11.99  0.8139
O: -5.91 -13.88 -18.70  0.0111
C: -6.17 -13.99 -17.55  -0.9611
S: -5.95 -15.43 -16.59  1.0213
C: -6.58 -14.90 -15.08  -1.1210
C: -7.08 -13.49 -15.07  -1.0400
S: -7.88 -12.70 -13.73  0.6939
S: -6.81 -12.62 -16.53  0.9750
S: -6.55 -15.97 -13.77  0.7082
C: -11.71 -9.19 -15.50  -0.0502
C: -12.48 -9.85 -14.55  -0.0521
C: -12.12 -11.13 -14.16  -0.0876
C: -10.96 -11.71 -14.66  -0.3254
C: -10.20 -11.03 -15.62  -0.1291
C: -10.56 -9.76 -16.03  -0.0501
Ge: -10.52 -13.45 -14.12  1.0799
C: -11.54 -14.19 -12.73  -0.2923
C: -12.10 -13.46 -11.68  -0.1282
C: -13.12 -14.01 -10.91  -0.0603
C: -13.56 -15.32 -11.12  -0.0486
C: -13.02 -16.07 -12.15  -0.0433
C: -12.03 -15.49 -12.94  -0.0798
C: -9.96 -14.72 -15.38  -0.3404
C: -10.06 -14.38 -16.73  -0.0909
C: -9.91 -15.34 -17.72  -0.0491
C: -9.66 -16.66 -17.38  -0.0512
C: -9.52 -17.00 -16.05  -0.0639
C: -9.65 -16.04 -15.04  -0.1614
H: -12.03 -8.21 -15.82  0.1150
H: -13.39 -9.38 -14.18  0.1173
H: -12.77 -11.67 -13.46  0.0970
H: -9.29 -11.47 -16.03  0.0518
H: -9.95 -9.23 -16.76  0.1224
H: -11.77 -12.45 -11.48  0.0943
H: -13.53 -13.43 -10.09  0.1113
H: -14.33 -15.74 -10.48  0.1203
H: -13.38 -17.07 -12.37  0.1183
H: -11.64 -16.06 -13.78  0.0868
H: -10.30 -13.35 -17.00  0.0982
H: -10.04 -15.09 -18.77  0.1207
H: -9.60 -17.44 -18.15  0.1254
H: -9.25 -18.01 -15.76  0.1196
H: -9.53 -16.35 -14.01  0.0848
C: -10.32 -11.00 -8.33  0.0108
N: -10.04 -12.22 -9.07  -0.0198
C: -10.32 -13.45 -8.54  0.0053
C: -10.02 -14.65 -9.12  0.0490
C: -9.33 -14.52 -10.33  -0.4703
O: -8.89 -15.48 -11.10  -0.1092
N: -9.06 -13.32 -10.87  0.0851
C: -9.46 -12.09 -10.36  -0.4864
O: -9.39 -11.02 -10.91  0.0932
H: -11.14 -11.21 -7.65  0.1015
H: -10.60 -10.20 -9.03  0.1079
H: -9.43 -10.66 -7.78  0.1002
H: -10.83 -13.39 -7.59  0.1422
H: -10.27 -15.58 -8.63  0.1377
C: -4.78 -13.05 -7.16  -0.0041
O: -4.44 -12.88 -8.57  -0.0744
C: -5.14 -11.98 -9.28  -0.2285
C: -6.10 -11.14 -8.72  0.0062
C: -6.75 -10.21 -9.54  -0.0529
C: -6.41 -10.08 -10.89  -0.0637
C: -5.43 -10.88 -11.43  -0.0245
C: -4.86 -11.86 -10.65  -0.1696
N: -3.80 -12.62 -11.24  0.1678
C: -3.45 -13.86 -11.08  0.0707
C: -4.07 -15.01 -10.42  -0.1153
C: -3.16 -15.99 -9.96  0.0051
C: -3.65 -17.09 -9.29  -0.0459
C: -5.03 -17.28 -9.05  -0.0136
C: -5.96 -16.37 -9.55  0.0357
C: -5.46 -15.22 -10.20  -0.3179
O: -6.27 -14.31 -10.69  -0.1778
H: -4.09 -13.83 -6.80  0.1128
H: -5.80 -13.37 -7.08  0.0916
H: -4.56 -12.16 -6.61  0.0938
H: -6.37 -11.20 -7.68  0.1110
H: -7.52 -9.58 -9.11  0.1153
H: -6.88 -9.30 -11.49  0.1239
H: -5.14 -10.81 -12.49  0.1334
H: -3.16 -12.07 -11.79  0.1768
H: -2.51 -14.02 -11.57  0.1535
H: -2.08 -15.88 -10.10  0.1335
H: -2.93 -17.82 -8.90  0.1206
H: -5.23 -18.13 -8.44  0.1131
H: -7.01 -16.54 -9.34  0.1158

charge	+2
orbital gap (alpha / beta)	5.02 / 4.94	eV
HOMO (alpha / beta)	-12.315 / -12.215	eV
energy above the lowest of the compared OMol25 structures with the same formula, charge and spin	146.32	kJ/mol
multiplicity	2

***

Record 5
DFT (wB97M-V/def2-TZVPD) results for a structure of composition C40H33N5O8SV.

Each line ends with the Löwdin charge.
Geometry (Å):
V: -1.26 -0.53 -1.04  1.0605
C: -1.15 -4.81 -1.06  -0.0197
C: -0.55 -3.43 -0.91  -0.4430
O: -1.22 -2.50 -1.48  -0.1800
C: 0.62 -3.27 -0.22  -0.0238
C: 1.35 -2.03 -0.20  -0.3172
C: 2.79 -2.05 0.21  -0.0262
N: 0.79 -0.95 -0.60  -0.0209
N: 1.61 0.18 -0.71  0.1305
C: 0.95 1.11 -1.32  -0.4540
O: -0.26 1.02 -1.76  -0.1124
C: 1.65 2.40 -1.58  -0.1212
C: 1.68 2.91 -2.88  -0.0129
C: 2.33 4.12 -3.13  -0.1020
C: 2.93 4.82 -2.09  -0.1218
C: 2.87 4.32 -0.79  -0.0923
C: 2.23 3.11 -0.54  -0.0383
H: -1.59 -4.88 -2.06  0.0830
H: -0.41 -5.59 -0.94  0.0679
H: -1.95 -4.95 -0.33  0.0718
H: 1.12 -4.15 0.16  0.0849
H: 3.07 -3.03 0.59  0.0653
H: 3.42 -1.81 -0.65  0.0864
H: 2.97 -1.29 0.98  0.0539
H: 1.21 2.35 -3.67  0.1218
H: 2.37 4.51 -4.14  0.0890
H: 3.42 5.76 -2.28  0.0840
H: 3.31 4.88 0.03  0.0954
H: 2.16 2.72 0.47  0.1007
O: -4.82 1.21 -2.19  0.0195
C: -3.76 0.60 -2.09  -0.5882
O: -3.07 0.41 -1.03  -0.1011
C: -3.17 -0.05 -3.33  -0.1747
C: -3.84 -0.02 -4.54  -0.0205
C: -3.27 -0.70 -5.61  -0.0717
C: -2.08 -1.37 -5.42  -0.0146
C: -1.44 -1.33 -4.18  -0.1349
N: -1.99 -0.67 -3.15  0.1107
C: -0.08 -2.06 -4.06  -0.7030
O: -0.10 -3.22 -4.53  -0.0555
O: 0.84 -1.38 -3.60  -0.0048
H: -4.77 0.51 -4.59  0.1058
H: -3.77 -0.71 -6.57  0.0927
H: -1.62 -1.96 -6.20  0.1086
C: 4.25 1.08 0.98  -0.0874
O: 3.32 0.88 2.03  -0.0889
C: 3.66 1.25 3.28  -0.2309
C: 4.81 1.96 3.59  -0.0285
C: 5.12 2.27 4.92  -0.1260
C: 4.27 1.88 5.93  -0.1337
C: 3.10 1.19 5.61  -0.0520
C: 2.77 0.86 4.30  -0.2186
N: 1.64 0.10 4.03  0.0510
C: 0.75 0.23 2.93  -0.0507
C: 0.30 1.45 2.42  -0.1549
C: 0.64 2.72 2.97  -0.0592
C: 0.18 3.89 2.42  -0.1385
C: -0.65 3.85 1.29  -0.1127
C: -1.04 2.64 0.74  -0.0188
C: -0.59 1.42 1.27  -0.3342
O: -1.00 0.28 0.82  -0.2015
H: 3.75 0.71 0.09  0.0664
H: 5.18 0.53 1.18  0.0987
H: 4.48 2.15 0.86  0.0824
H: 5.48 2.26 2.80  0.0963
H: 6.02 2.83 5.14  0.0861
H: 4.49 2.11 6.96  0.0857
H: 2.41 0.90 6.40  0.1017
H: 1.26 -0.38 4.83  0.1219
H: 0.46 -0.68 2.44  0.1051
H: 1.28 2.76 3.84  0.0947
H: 0.47 4.84 2.85  0.0808
H: -1.00 4.78 0.85  0.0901
H: -1.69 2.60 -0.12  0.1106
S: -3.92 -2.39 2.81  1.0293
C: -2.67 -1.61 1.89  -0.4010
N: -2.72 -1.76 0.62  0.0364
C: -3.83 -2.52 0.25  -0.2773
C: -4.19 -2.84 -1.06  0.0081
C: -5.33 -3.60 -1.25  -0.0748
C: -6.11 -4.04 -0.18  -0.1091
C: -5.76 -3.73 1.12  -0.1122
C: -4.61 -2.96 1.32  -0.4805
H: -1.89 -1.02 2.36  0.0737
H: -3.57 -2.52 -1.88  0.1086
H: -5.63 -3.85 -2.26  0.1002
H: -7.00 -4.63 -0.36  0.0905
H: -6.36 -4.06 1.96  0.0954

charge	-2
orbital gap (alpha / beta)	4.98 / 5.86	eV
HOMO (alpha / beta)	-1.089 / -1.975	eV
energy above the lowest of the compared OMol25 structures with the same formula, charge and spin	32.67	kJ/mol
multiplicity	4

***

Calculated energy (eV), listed in the same order as above: -92667.57948, -119526.62434, -117415.97218, -182254.73632, -102374.66571